No. 1
Here is the molecule C5H13NO at a distorted geometry from the OMol25 dataset. Energies are from ωB97M-V with the def2-TZVPD basis set.

Calculated values
**Orbital gap**: 10.098 eV
**HOMO energy**: -9.158 eV
**SMILES string**: CC[C@H](CO)NC
**E**: -8931.175 eV

Last column: natural (NBO) charge in e.
Positions of all 20 atoms, in Å:
1 C 1.8760 1.4180 0.1661  -0.43
2 N 1.4645 0.1057 0.7883  -0.61
3 C -0.9168 1.1970 -1.1734  -0.61
4 C -1.0390 0.2813 0.0195  -0.43
5 C 0.2056 -0.5912 0.2270  -0.10
6 C -0.3299 -1.9462 0.7501  -0.07
7 O -0.9035 -2.8904 -0.1702  -0.72
8 H 2.6688 1.7991 0.8759  0.22
9 H 2.0669 1.1807 -0.9071  0.20
10 H 1.1071 2.2765 0.2094  0.17
11 H 1.0565 0.2161 1.7160  0.34
12 H 0.0613 1.3102 -1.4680  0.20
13 H -1.3375 2.1610 -0.8481  0.21
14 H -1.3555 0.8034 -2.1388  0.21
15 H -1.8865 -0.4600 -0.1503  0.20
16 H -1.3351 0.8670 0.9198  0.21
17 H 0.6699 -0.8470 -0.7811  0.19
18 H 0.4833 -2.6413 1.2349  0.20
19 H -1.0891 -1.7834 1.5660  0.16
20 H -1.4671 -2.4567 -0.8359  0.46

Atomic forces in eV per Å
-1.464 0.074 1.454
-2.603 -0.893 0.983
-2.484 0.099 -0.578
-0.776 -1.162 -0.090
1.415 -0.126 -3.237
1.663 -2.032 2.864
0.081 1.138 -0.712
-0.165 -0.588 -1.572
0.661 0.569 0.981
0.696 -1.374 -0.184
1.183 0.901 0.486
2.272 0.616 -0.297
0.075 -0.097 -0.928
-0.257 0.436 1.265
0.710 1.059 0.266
0.436 -0.533 -0.323
-1.234 0.068 0.523
-1.139 1.732 -0.757
0.645 0.142 -0.617
0.284 -0.030 0.471

No. 2
Here is the molecule C5H13NO at a distorted geometry from the OMol25 dataset. Energies are from ωB97M-V with the def2-TZVPD basis set.

Calculated values
**Orbital gap**: 9.230 eV
**HOMO energy**: -8.213 eV
**SMILES string**: CCNC[C@H](C)O
**E**: -8930.920 eV

Last column: natural (NBO) charge in e.
Positions of all 20 atoms, in Å:
1 C -1.0518 1.2894 -0.7682  -0.22
2 N -0.0680 0.9056 0.2296  -0.68
3 C -0.2217 -0.3939 0.7691  -0.24
4 C 0.8014 -1.3462 0.2542  0.09
5 C 2.2355 -0.8513 0.7570  -0.66
6 O 0.5977 -1.2484 -1.1970  -0.71
7 C -2.3728 1.4268 -0.0533  -0.65
8 H -0.9326 0.7917 -1.7916  0.20
9 H -0.5637 2.3256 -1.0204  0.18
10 H 0.4788 1.6546 0.3800  0.38
11 H -0.2611 -0.3632 1.8243  0.18
12 H -1.0725 -0.7433 0.2327  0.21
13 H 0.5889 -2.3534 0.6537  0.18
14 H 2.3024 -0.7574 1.9081  0.23
15 H 2.8955 -1.5729 0.3933  0.21
16 H 2.5970 0.1255 0.2242  0.21
17 H 1.3112 -0.6879 -1.3188  0.46
18 H -2.0855 1.9200 0.8901  0.21
19 H -2.7802 0.4377 0.3197  0.21
20 H -3.1274 2.1217 -0.4784  0.22

Atomic forces in eV per Å
2.324 2.511 -1.353
-2.476 -2.094 -2.457
0.707 0.496 -0.558
0.839 0.885 0.795
-1.140 1.352 -0.318
-0.324 -2.530 2.000
-0.907 0.176 1.004
-0.760 -0.071 1.613
-1.733 -1.173 0.046
2.742 1.897 1.762
-0.497 -0.429 1.382
-1.371 -0.470 0.652
0.257 0.198 -0.534
-0.221 -0.131 -2.005
1.528 -1.287 -0.108
-1.055 -1.438 1.178
1.982 1.981 -1.688
-0.195 -0.033 -0.225
0.064 1.116 -0.956
0.236 -0.955 -0.230

No. 3
Here is a 2-piece molecular cluster, C5H13NO overall at a distorted geometry from the OMol25 dataset. Energies are from ωB97M-V with the def2-TZVPD basis set.

Calculated values
**Orbital gap**: 8.905 eV
**HOMO energy**: -7.928 eV
**SMILES string**: C=C(N)CCC.O
**E**: -8932.317 eV

Last column: natural (NBO) charge in e.
Positions of all 20 atoms, in Å:
1 C 1.2830 1.8937 -0.9734  -0.64
2 C -0.2552 1.9000 -0.8672  -0.39
3 C -1.0369 0.6464 -1.2493  -0.44
4 C -0.2747 -0.6444 -0.9677  0.22
5 C 0.0020 -1.0868 0.2767  -0.54
6 N 0.2150 -1.2859 -2.1046  -0.83
7 H 1.6867 1.6234 -1.9645  0.20
8 H 1.5701 1.1100 -0.2736  0.22
9 H 2.0096 2.6689 -0.6839  0.22
10 H -0.4646 2.2412 0.1507  0.20
11 H -0.6311 2.7567 -1.4361  0.20
12 H -2.0162 0.6354 -0.7555  0.23
13 H -1.1403 0.5653 -2.3371  0.20
14 H -0.5930 -0.6676 1.0763  0.21
15 H 0.6414 -1.9351 0.4190  0.19
16 H -0.4351 -1.3683 -2.8702  0.37
17 H 0.6506 -2.1835 -1.9573  0.37
18 H -0.7782 -2.9671 5.3291  0.47
19 H -0.2084 -1.7168 6.0211  0.47
20 O -0.2246 -2.1854 5.1676  -0.94

Atomic forces in eV per Å
0.975 -1.624 -0.276
0.595 2.453 0.180
0.771 -1.192 -0.400
0.004 -0.520 1.333
-0.969 0.598 -1.099
0.396 0.058 -0.457
-0.553 -0.281 0.187
0.345 -0.442 -0.260
-1.399 0.828 0.200
-0.211 -0.553 0.181
-0.205 -0.194 -0.299
0.214 0.052 -0.234
-0.511 0.704 0.077
0.588 0.141 0.336
0.030 -0.372 0.290
-0.072 0.306 -0.050
0.004 0.037 0.295
0.270 0.384 -0.079
-0.010 -0.289 -0.525
-0.262 -0.094 0.602

No. 4
Here is a 2-piece molecular cluster, C5H13NO overall at a distorted geometry from the OMol25 dataset. Energies are from ωB97M-V with the def2-TZVPD basis set.

Calculated values
**Orbital gap**: 4.261 eV
**HOMO energy**: -7.004 eV
**E**: -8927.567 eV

Last column: natural (NBO) charge in e.
Positions of all 20 atoms, in Å:
1 C 1.8563 1.3680 -0.4746  -0.58
2 C 1.8476 -0.1991 -0.2078  -0.54
3 C 0.4861 -0.7955 0.0600  0.50
4 C -0.5278 -0.8726 -0.9775  -0.40
5 N -1.2499 0.4731 -1.0431  -0.67
6 C -0.1044 -0.8808 1.4454  -0.76
7 H 1.9502 1.8558 0.4908  0.22
8 H 2.5965 1.7436 -1.1845  0.24
9 H 0.8383 1.6610 -0.7835  0.22
10 H 2.3470 -0.6715 -1.0694  0.25
11 H 2.5962 -0.2685 0.5875  0.24
12 H -1.3499 -1.6055 -0.8514  0.28
13 H -0.0011 -0.9990 -1.9270  0.20
14 H -0.5348 0.8523 -0.4022  0.31
15 H -0.8263 -0.0666 1.6632  0.32
16 H 0.6169 -0.8378 2.2756  0.23
17 H -0.6799 -1.8030 1.6176  0.28
18 H -2.0944 0.4288 -0.3960  0.46
19 H -4.1967 0.5060 0.8934  0.43
20 O -3.5697 0.1113 0.2834  -1.24

Atomic forces in eV per Å
-1.956 -0.144 0.366
1.122 0.083 -0.446
-1.333 1.918 2.009
-0.552 -1.567 -2.597
2.220 -0.546 2.108
1.042 -0.526 0.836
0.388 0.100 0.058
-0.081 -0.490 0.160
0.896 0.233 -0.513
-0.648 -0.050 0.006
-0.670 -0.701 0.349
0.852 0.034 0.164
-0.387 -0.264 -0.186
-1.132 2.079 -0.532
-0.065 -0.201 -0.586
0.141 0.098 -0.514
-0.006 0.270 -0.499
-0.961 -0.262 -0.078
0.050 0.135 -0.047
1.080 -0.199 -0.058

No. 5
Here is a 2-piece molecular cluster, C5H13NO overall at a distorted geometry from the OMol25 dataset. Energies are from ωB97M-V with the def2-TZVPD basis set.

Calculated values
**Orbital gap**: 8.507 eV
**HOMO energy**: -7.712 eV
**SMILES string**: C/C=C(\C)NC.O
**E**: -8932.151 eV

Last column: natural (NBO) charge in e.
Positions of all 20 atoms, in Å:
1 C -0.8152 -0.9909 2.4018  -0.40
2 N -1.1497 -0.4458 1.0935  -0.64
3 C -0.2152 -0.6256 0.0370  0.20
4 C 0.1235 -1.8606 -0.3496  -0.28
5 C 1.1527 -2.1311 -1.4208  -0.64
6 C 0.1514 0.6585 -0.6813  -0.67
7 H -1.6915 -0.9214 3.0162  0.19
8 H -0.4873 -2.0138 2.2835  0.21
9 H -0.0944 -0.3947 2.9727  0.17
10 H -1.6717 0.4118 1.1057  0.37
11 H -0.5734 -2.6474 -0.0761  0.21
12 H 1.1136 -1.3553 -2.1882  0.20
13 H 2.1721 -2.0709 -1.0291  0.21
14 H 1.0087 -3.1121 -1.8745  0.22
15 H -0.0798 1.5401 -0.0932  0.19
16 H -0.2551 0.6437 -1.6984  0.23
17 H 1.2211 0.6294 -0.8819  0.23
18 H 0.3124 3.4727 -0.5344  0.48
19 H 0.0540 4.7918 -1.4395  0.48
20 O 0.6385 4.3122 -0.8471  -0.96

Atomic forces in eV per Å
-0.260 0.717 -0.156
0.405 -0.736 -0.234
-1.273 0.649 0.311
-0.182 0.409 -0.700
-0.046 0.301 0.267
1.115 -1.173 -0.378
-0.692 -0.477 0.310
0.039 -0.109 0.247
0.524 -0.099 -0.315
0.278 0.189 -0.001
0.519 -0.169 0.502
-0.107 -0.181 -0.234
-0.002 -0.235 0.072
0.055 0.128 -0.032
-0.202 0.026 -0.114
-0.443 0.370 0.282
0.249 0.344 0.211
-0.658 -0.043 -0.378
-0.365 -0.641 0.177
1.046 0.729 0.162

No. 6
Here is a 2-piece molecular cluster, C5H13NO overall at a distorted geometry from the OMol25 dataset. Energies are from ωB97M-V with the def2-TZVPD basis set.

Calculated values
**Orbital gap**: 8.526 eV
**HOMO energy**: -7.894 eV
**SMILES string**: C=C(N)CCC.O
**E**: -8931.902 eV

Last column: natural (NBO) charge in e.
Positions of all 20 atoms, in Å:
1 C 2.1796 -1.2397 0.1124  -0.62
2 C 0.8558 -0.5034 0.4705  -0.37
3 C -0.4361 -0.8638 -0.2555  -0.47
4 C -1.6229 -0.0787 0.2148  0.23
5 C -2.1795 -0.4462 1.3897  -0.55
6 N -1.9151 1.1409 -0.4428  -0.82
7 H 1.8406 -2.2587 0.3043  0.21
8 H 2.3393 -1.3265 -0.9649  0.20
9 H 2.9919 -0.7603 0.6243  0.22
10 H 1.0823 0.5579 0.3305  0.19
11 H 0.6927 -0.6752 1.5351  0.20
12 H -0.6494 -1.9281 -0.1410  0.22
13 H -0.1834 -0.8056 -1.3223  0.21
14 H -1.6743 -1.1423 2.0463  0.19
15 H -3.2561 -0.3821 1.5220  0.21
16 H -0.9820 1.4807 -0.6780  0.38
17 H -2.2424 1.8270 0.2241  0.37
18 H 0.4536 2.6451 -2.1526  0.48
19 H 1.7670 2.1552 -1.5015  0.48
20 O 0.9381 2.6039 -1.3155  -0.95

Atomic forces in eV per Å
-2.931 -0.699 -1.065
0.986 0.899 0.298
1.355 -0.598 -0.789
0.390 0.391 1.522
-0.801 -0.706 -0.863
0.668 -0.471 -0.288
1.336 -0.455 0.844
0.237 0.732 -0.121
0.495 -0.559 0.361
-0.507 0.153 0.193
0.050 0.221 0.122
-0.015 0.002 0.301
-0.615 0.556 -0.102
-0.114 -0.553 -0.424
0.182 1.097 0.616
-0.250 0.199 -0.567
-0.413 -0.215 0.042
0.294 -0.014 0.160
0.019 -0.034 -0.130
-0.366 0.054 -0.111

Quick rundown of relative energy (zero: lowest compared OMol25 entry of this formula, charge and spin), same order as above: 273.6, 298.2, 163.4, 621.8, 179.5, 203.4 kJ/mol